50
Properties=species:S:1:pos:R:3:forces:R:3:nbo_charge:R:1 method="wB97M-V/def2-TZVPD" lumo_energy_ev=0.286 e_above_lowest_kcal_mol=4.41
C 1.9948 -1.0313 -0.0239 0.37 -0.33 0.18 -0.415
N 0.9971 -0.2000 -0.6317 -0.49 0.58 -0.35 -0.353
C 1.2266 0.8214 -1.5059 -0.15 0.00 0.01 0.171
N 0.1118 1.4352 -1.8077 0.91 0.37 -0.49 -0.309
N -0.8663 0.8436 -1.1267 -0.99 -0.62 0.69 -0.256
C -0.3608 -0.1402 -0.4236 0.23 0.29 -0.36 0.292
C -1.1473 -1.0055 0.4366 -0.18 -0.34 0.27 -0.061
C -2.2579 -0.4514 1.0799 0.06 -0.11 0.05 -0.182
C -3.0438 -1.2333 1.9021 0.01 0.14 -0.03 -0.118
C -2.7255 -2.5680 2.0764 -0.25 -0.41 0.20 -0.353
C -1.6462 -3.1372 1.4316 -0.03 -0.23 0.14 -0.173
C -0.8528 -2.3576 0.6076 -0.09 0.23 0.02 -0.211
H -0.0298 -2.8119 0.0784 0.08 -0.04 -0.04 0.216
H -1.4436 -4.1857 1.5845 0.06 -0.12 -0.04 0.244
S -3.7629 -3.5579 3.1470 0.00 0.29 -0.32 2.313
O -3.3106 -4.9230 3.0826 0.00 0.08 -0.21 -0.948
O -3.8388 -2.9345 4.4355 -0.15 0.21 -0.02 -0.935
N -5.2435 -3.3368 2.3823 1.02 0.06 0.60 -0.672
C -6.4081 -3.4340 3.2494 -0.38 -0.04 0.57 -0.231
H -7.1434 -2.6902 2.9249 0.04 -0.04 0.08 0.192
H -6.1032 -3.2214 4.2722 -0.22 0.07 0.00 0.242
C -6.9303 -4.8517 3.0296 -0.01 0.14 -0.08 -0.418
H -6.3059 -5.5576 3.5784 -0.02 -0.02 0.06 0.213
H -7.9673 -4.9728 3.3351 -0.02 -0.04 0.05 0.218
C -6.7270 -5.0238 1.5242 0.04 0.03 0.12 -0.416
H -6.6254 -6.0661 1.2312 -0.03 -0.01 -0.07 0.222
H -7.5672 -4.5879 0.9825 -0.01 -0.04 -0.03 0.204
C -5.4439 -4.2230 1.2411 0.16 -0.24 -0.84 -0.243
H -5.5249 -3.6245 0.3295 0.01 -0.12 0.02 0.202
H -4.5746 -4.8783 1.1569 -0.16 -0.02 -0.19 0.224
H -3.8997 -0.8311 2.4191 -0.11 0.16 0.00 0.231
H -2.4800 0.5909 0.9155 -0.03 0.10 0.02 0.242
S 2.8037 1.1991 -2.1313 0.33 0.05 -0.33 0.269
C 2.4772 2.9311 -2.6175 -0.18 -0.36 0.10 -0.645
C 2.8597 3.7770 -1.4354 -0.19 -0.04 -0.04 0.682
O 2.1761 3.9121 -0.4504 -0.12 0.03 0.03 -0.564
N 4.1043 4.3803 -1.4666 0.05 0.39 0.69 -0.631
C 5.0668 4.4213 -2.4347 1.04 0.44 -0.15 0.264
N 5.0208 3.9020 -3.6106 -0.75 -0.31 0.19 -0.508
C 6.1556 4.1407 -4.3128 0.75 0.36 0.03 -0.029
C 7.1037 4.8624 -3.6700 -0.10 -0.05 -0.02 -0.453
S 6.5692 5.2808 -2.0840 -0.52 -0.39 -0.31 0.359
H 8.0674 5.1719 -4.0169 0.21 0.05 -0.13 0.245
H 6.2294 3.7526 -5.3116 0.12 -0.02 -0.19 0.217
H 4.3193 4.8920 -0.6172 -0.20 -0.16 -0.12 0.419
H 1.4052 2.9875 -2.8044 0.10 0.16 0.02 0.294
H 3.0800 3.1420 -3.4969 -0.20 -0.11 0.11 0.285
H 1.6651 -1.3302 0.9704 0.08 0.02 -0.06 0.229
H 2.1848 -1.9197 -0.6308 0.00 0.00 0.09 0.207
H 2.9230 -0.4631 0.0528 -0.07 -0.04 0.08 0.231

***

84
Properties=species:S:1:pos:R:3:forces:R:3:lowdin_charge:R:1 method="wB97M-V/def2-TZVPD" lumo_energy_ev=-5.482 e_above_lowest_kcal_mol=0.00
O 2.4577 -0.2283 -1.5721 -0.42 -0.02 -0.77 -0.409
P 2.3434 -1.6660 -1.2894 0.91 1.61 1.71 0.631
P 1.6852 -2.7786 -3.1084 0.71 -0.05 -0.36 0.927
C 2.3275 -1.9984 -4.6424 0.54 0.11 -0.05 -0.315
C 3.5382 -1.0658 -4.3539 0.34 0.20 -0.26 -0.314
C 4.7212 -1.1943 -5.3749 -0.64 -0.23 0.50 -0.484
S 4.7197 0.2878 -6.3670 0.18 0.03 -1.02 0.948
C 5.2819 1.4333 -5.1456 0.45 -1.23 0.77 -1.059
S 6.3539 1.0068 -3.9998 0.01 0.50 -0.07 0.790
N 4.6190 2.6331 -5.1677 0.83 -2.10 -0.36 -0.252
C 3.7673 3.0810 -6.1797 -0.53 1.38 1.08 -0.095
C 3.2807 4.2678 -5.6418 0.13 -1.46 -1.08 -0.126
N 3.8552 4.4872 -4.4512 -1.08 1.93 1.88 0.044
C 4.6913 3.5448 -4.1324 -0.82 0.92 -1.46 -0.359
S -0.4550 -3.1899 -3.2835 -1.97 -3.02 -1.68 0.596
O -0.7830 -3.0928 -4.6730 0.67 1.84 -0.21 -0.269
O -0.6799 -4.5251 -2.8333 0.93 0.27 1.70 -0.256
C -1.5310 -2.0456 -2.2570 -1.45 0.74 0.75 -0.488
F -0.9200 -1.5998 -1.1581 0.75 -0.09 -0.53 0.127
F -2.5365 -2.8093 -1.8578 0.33 -0.44 -0.40 0.185
C -2.1961 -0.8651 -3.0571 -0.64 0.47 0.90 -0.439
F -2.9472 -0.2308 -2.1301 3.05 -1.58 1.00 -0.063
F -3.0422 -1.3793 -3.9866 2.05 -0.90 0.14 -0.014
C -1.1571 0.1556 -3.6519 -1.62 1.62 -0.67 -0.553
F -1.7283 1.3199 -3.8804 0.12 -0.05 0.19 0.145
F -0.7166 -0.2549 -4.8652 0.69 -0.55 0.51 0.132
F -0.1427 0.3999 -2.8154 0.39 -0.99 -0.28 0.168
H 3.6204 -2.2147 -1.0081 -0.40 -0.58 -0.24 0.032
H 1.5085 -2.0314 -0.2087 -0.11 -0.35 -0.40 0.029
H 2.2961 -4.0510 -3.0514 -0.48 0.00 0.05 0.050
H 2.6890 -2.8092 -5.2856 -0.32 -0.16 0.27 0.102
H 1.5144 -1.5218 -5.1958 -0.03 0.02 0.23 0.088
H 3.2105 0.0043 -4.3997 0.20 -1.07 0.40 0.051
H 3.9765 -1.2349 -3.3686 -0.26 0.13 -0.01 0.071
H 4.6324 -2.0542 -6.0448 -0.15 0.19 -0.04 0.087
H 5.6596 -1.3059 -4.8280 -0.06 0.15 -0.23 0.042
H 3.5557 2.5750 -7.1061 0.26 -0.09 0.11 0.095
H 2.5301 4.8857 -6.1139 0.19 0.31 0.32 0.127
H 5.2586 3.4385 -3.2213 -0.20 -0.27 0.00 0.096
O 0.5818 3.9879 -3.0760 0.41 -0.05 -0.50 -0.370
Cl 0.9772 4.5896 -1.8119 -0.13 -1.41 1.16 0.678
O 2.1602 3.9361 -1.3211 0.10 0.28 -0.10 -0.270
O -0.0728 4.4803 -0.8771 -0.22 0.31 -0.34 -0.225
O 1.2838 6.0101 -2.0373 0.95 0.88 0.06 -0.206
C -0.7246 -1.7177 2.3620 0.41 0.13 -0.03 -0.071
C -1.4374 -0.4212 2.0381 -0.33 -0.42 -0.08 -0.192
O -0.9810 0.6409 2.8880 0.01 0.25 -0.03 0.046
C 0.1575 1.2164 2.4983 -0.31 -0.06 -0.06 -0.384
O 0.7794 0.8862 1.5342 0.40 -0.39 0.05 0.113
C 0.5047 2.3760 3.4801 0.55 0.78 0.44 -0.543
F 0.3224 1.9726 4.7485 -0.01 -0.31 -0.09 0.157
F -0.2760 3.4353 3.2932 -0.27 -0.28 -0.19 0.177
F 1.7784 2.7966 3.3917 -0.38 -0.88 0.79 0.124
H -0.8365 -1.9621 3.4146 -0.15 -0.09 -0.05 0.061
H -1.1257 -2.5398 1.7676 -0.13 -0.02 0.09 0.076
H 0.3462 -1.6288 2.1610 0.04 0.06 -0.08 0.059
H -2.5048 -0.5260 2.2218 0.03 0.14 0.23 0.137
H -1.3137 -0.1475 0.9896 0.13 0.19 0.07 0.102
Li 2.3023 1.8951 -4.2380 -0.17 1.10 0.45 0.717
Br -4.6009 0.7039 -3.5399 -3.19 2.14 -1.79 0.073
C -2.1470 -2.4676 7.4532 -0.02 -0.06 0.66 -0.152
C -1.0043 -3.2782 6.8878 0.19 0.40 -0.24 -0.168
O -1.6393 -4.2889 6.0899 -0.24 -0.05 0.08 -0.197
S -2.9930 -3.6859 5.4624 0.02 0.36 0.76 0.600
O -2.7217 -3.2572 4.1325 -0.16 -0.12 -0.23 -0.245
O -4.0555 -4.5737 5.7552 0.03 -0.25 -0.35 -0.206
O -3.1059 -2.4000 6.3880 0.33 -0.15 -0.46 -0.172
H -2.6143 -2.9706 8.3011 -0.04 0.05 0.00 0.141
H -1.8423 -1.4686 7.7523 -0.29 0.13 -0.19 0.135
H -0.3891 -3.7305 7.6609 -0.11 -0.24 -0.07 0.133
H -0.3741 -2.6728 6.2307 0.02 0.02 0.04 0.125
F 1.5441 3.2830 1.3671 0.38 0.80 -1.63 -0.211
Be 6.5219 4.8227 -5.0166 0.66 0.28 -0.27 0.487
B -7.2506 0.8048 7.3346 -0.85 0.41 -0.34 -1.043
O -7.1895 -0.4102 8.2075 0.48 0.20 -0.10 0.214
C -5.9310 -0.6537 8.4964 -0.56 -0.60 0.37 -0.422
O -5.5309 -1.5618 9.1799 0.25 0.03 -0.05 0.109
C -5.0566 0.4051 7.8208 0.34 0.54 -0.37 -0.421
O -3.8553 0.4619 7.8891 0.25 -0.19 0.07 0.106
O -5.8264 1.2346 7.1575 0.00 -0.40 0.28 0.217
F -7.9836 1.8095 7.9563 0.15 -0.11 0.01 0.138
F -7.8144 0.4864 6.1030 0.15 -0.04 0.10 0.136
F 3.0789 6.7922 -1.1849 -0.95 -0.75 -0.49 -0.216
Li -4.3994 -0.0379 -5.6045 -0.33 0.14 0.05 0.587

***

46
Properties=species:S:1:pos:R:3:forces:R:3:nbo_charge:R:1 method="wB97M-V/def2-TZVPD" lumo_energy_ev="2.465 / 0.246" total_charge=-1 multiplicity=6
C -2.3538 -0.5805 -2.2997 -0.39 -0.13 0.54 -0.314
C -2.7014 -1.1014 -1.0043 0.09 0.37 -0.79 -0.291
C -2.6124 -0.0356 -0.0560 0.65 0.62 -0.92 -0.215
H -2.9829 -2.1282 -0.7796 0.28 0.30 -0.09 0.248
C -2.1925 1.1479 -0.7590 -1.31 0.03 -0.18 -0.336
C -2.0942 0.8292 -2.1610 -0.34 -0.45 1.18 -0.253
H -1.8816 1.5338 -2.9559 0.13 -0.29 0.21 0.255
H -2.3161 -1.1415 -3.2272 -0.06 0.11 0.23 0.244
H -2.8674 -0.0964 0.9998 0.46 -0.02 -0.25 0.250
H -1.9985 2.1213 -0.3227 -0.09 -0.26 0.00 0.258
Ru -0.4461 -0.2635 -1.0562 -1.37 -1.24 1.59 0.949
Br 0.8475 0.8844 -2.5963 1.68 0.56 -0.63 -0.355
C 2.1266 0.9544 -5.5049 0.40 -3.40 -0.30 -0.195
C 1.0311 1.7512 -5.9713 -2.21 -0.82 -1.08 -0.116
C 0.0306 0.8716 -6.4861 0.76 0.80 0.40 -0.387
H 0.9775 2.8390 -5.9378 -0.03 -0.37 0.00 0.209
C 0.5033 -0.4725 -6.3366 -0.19 1.19 -0.08 -0.063
C 1.7980 -0.4207 -5.7346 1.45 2.25 0.59 -0.314
H 2.4308 -1.2734 -5.4919 -0.27 0.32 -0.02 0.221
H 3.0488 1.3310 -5.0657 -0.34 -0.18 -0.08 0.220
H -0.9200 1.1734 -6.9257 0.34 -0.12 0.20 0.213
H -0.0266 -1.3747 -6.6410 0.16 0.29 0.13 0.205
C -1.4055 0.6560 4.0611 -0.14 0.19 0.05 -0.623
C -0.6480 -0.6485 3.8883 0.15 -0.45 0.09 -0.397
C 0.7555 -0.5352 3.2086 -0.27 -0.28 -0.57 -0.200
C 1.7795 0.3295 3.9921 0.41 -0.52 -0.04 -0.392
C 1.5030 1.8067 4.2291 -0.11 0.40 -0.02 -0.626
C 1.3504 -1.9626 3.0775 -0.51 0.58 -1.31 0.595
O 1.9840 -2.5253 3.9581 0.67 -0.32 1.23 -0.698
N 1.1109 -2.6653 1.8962 -0.41 0.71 -0.58 -0.631
C 0.5486 -2.1658 0.7262 0.21 1.60 2.47 0.648
O 0.3546 -2.8432 -0.2826 -0.49 -1.10 -1.98 -0.738
N 0.2522 -0.8201 0.7528 0.81 -0.85 -0.26 -0.641
C 0.5353 0.0411 1.7981 0.36 -1.25 0.05 0.535
O 0.4898 1.2517 1.5656 -0.11 1.57 -0.09 -0.723
H -0.9964 1.2500 4.8826 -0.16 -0.02 -0.13 0.201
H -2.4581 0.4392 4.2738 0.03 0.10 0.08 0.187
H -1.3565 1.2572 3.1463 0.01 -0.07 0.16 0.228
H -0.5438 -1.1796 4.8480 0.03 0.15 -0.13 0.201
H -1.2624 -1.3024 3.2510 0.20 -0.03 0.03 0.190
H 1.9960 -0.1621 4.9529 -0.11 -0.04 -0.31 0.212
H 2.7153 0.2801 3.4151 -0.22 -0.21 0.08 0.206
H 1.0203 1.9849 5.1935 -0.03 0.07 -0.06 0.177
H 2.4651 2.3326 4.2369 -0.16 0.04 0.11 0.194
H 0.9044 2.2286 3.4175 0.13 -0.03 0.27 0.254
H 1.5049 -3.5964 1.8248 -0.12 0.20 0.22 0.409

***

49
Properties=species:S:1:pos:R:3:forces:R:3:nbo_charge:R:1 method="wB97M-V/def2-TZVPD" lumo_energy_ev=0.528 e_above_lowest_kcal_mol=0.00
C -2.3227 -3.1526 0.4879 -0.22 -0.15 0.27 -0.257
H -3.2245 -3.4887 -0.0205 0.00 -0.02 0.07 0.194
H -2.5575 -2.3236 1.1586 -0.01 -0.05 -0.05 0.192
H -1.9010 -3.9781 1.0701 -0.02 0.02 -0.05 0.178
O -1.4228 -2.7583 -0.5342 0.48 0.29 -0.13 -0.529
C -0.2545 -2.1793 -0.0845 -0.05 -0.03 0.04 0.260
C 0.9264 -2.8475 -0.3759 -0.03 0.11 -0.02 -0.242
C 2.1541 -2.3411 0.0166 0.00 -0.12 0.02 -0.205
C 2.1618 -1.1762 0.7526 0.60 0.18 0.25 -0.337
C 1.0063 -0.4874 1.0515 -0.36 0.01 0.09 -0.260
C -0.2388 -0.9457 0.6111 0.33 -0.31 -0.13 0.200
N -1.4141 -0.2516 0.8611 -0.30 0.01 0.18 -0.464
C -1.3801 0.8442 1.8121 -0.24 0.00 0.27 -0.230
C -2.8084 1.1683 2.2518 0.28 0.03 0.11 -0.224
N -3.5879 1.5360 1.0873 -0.31 0.16 0.07 -0.623
H -4.5174 1.8375 1.3604 0.13 -0.03 -0.04 0.364
C -3.6599 0.4204 0.1653 0.16 -0.07 -0.22 -0.228
C -2.2428 0.0845 -0.2904 -0.35 -0.02 -0.21 -0.236
H -2.2615 -0.7498 -0.9897 0.03 0.07 0.04 0.229
H -1.8269 0.9664 -0.7975 -0.01 -0.03 -0.05 0.185
H -4.2571 0.7127 -0.7004 0.02 -0.06 0.00 0.207
H -4.1184 -0.4743 0.6234 0.06 0.05 -0.07 0.162
H -2.7880 2.0106 2.9454 0.03 -0.05 0.02 0.208
H -3.2273 0.2895 2.7754 0.09 0.08 -0.03 0.163
H -0.7990 0.5437 2.6848 0.02 0.04 -0.02 0.213
H -0.9347 1.7453 1.3675 0.07 0.02 0.05 0.187
H 1.1017 0.4252 1.6132 -0.15 0.15 0.07 0.249
S 3.7082 -0.3552 1.1005 0.12 -0.01 -0.51 2.313
O 3.5701 0.5068 2.2318 -0.36 0.09 -0.09 -0.929
O 4.8056 -1.2693 1.0450 -0.15 -0.17 -0.30 -0.925
N 3.8426 0.6223 -0.2882 0.58 -0.66 0.81 -0.849
C 2.7235 1.4098 -0.5575 -0.74 0.61 -0.35 0.186
C 2.4102 2.4517 0.2975 -0.09 0.03 -0.24 -0.261
C 1.2609 3.1911 0.0685 0.04 -0.32 -0.28 -0.038
C 0.4530 2.9193 -1.0189 0.16 -0.02 0.18 -0.259
C 0.7809 1.8821 -1.8864 0.01 -0.01 0.05 -0.084
C 1.9007 1.0870 -1.6633 0.30 -0.09 0.23 0.238
O 2.3497 0.0132 -2.3718 0.08 0.61 0.19 -0.517
C 1.4965 -0.7343 -3.2161 -0.14 -0.41 -0.34 -0.246
H 2.0347 -1.6630 -3.4044 -0.06 0.02 0.02 0.197
H 0.5475 -0.9633 -2.7278 0.06 0.03 -0.01 0.190
H 1.3180 -0.2249 -4.1650 0.03 -0.08 0.13 0.190
Cl -0.3002 1.6613 -3.2273 -0.08 0.09 -0.13 0.012
H -0.4310 3.5080 -1.2055 -0.07 0.04 -0.03 0.247
Cl 0.8294 4.4600 1.1491 -0.08 0.23 0.20 0.021
H 3.0478 2.6370 1.1456 0.05 0.11 0.06 0.262
H 4.1074 0.0438 -1.0747 0.05 -0.15 -0.03 0.420
H 3.0822 -2.8373 -0.2125 0.10 -0.14 -0.07 0.242
H 0.8573 -3.7759 -0.9216 -0.03 -0.11 -0.04 0.232

***

50
Properties=species:S:1:pos:R:3:forces:R:3:nbo_charge:R:1 method="wB97M-V/def2-TZVPD" lumo_energy_ev=0.510 e_above_lowest_kcal_mol=54.92
C -6.3539 -2.7742 0.8436 0.16 0.40 -0.02 -0.636
C -6.4529 -1.2561 0.8101 -0.43 -0.26 -0.17 -0.067
H -6.9818 -0.9337 -0.0927 0.04 0.00 0.21 0.200
H -6.9626 -0.8736 1.6972 0.05 -0.01 -0.13 0.184
O -5.1653 -0.6430 0.8369 0.29 0.10 -0.01 -0.532
C -4.5193 -0.5832 -0.3530 0.09 0.00 0.18 0.894
O -5.0040 -0.9314 -1.4039 -0.34 -0.14 -0.28 -0.664
N -3.2592 -0.1055 -0.2221 0.05 -0.09 0.13 -0.451
C -2.7266 0.4799 0.9857 -0.10 0.25 0.40 -0.240
H -3.3606 0.2161 1.8298 0.12 0.03 -0.04 0.235
H -1.7133 0.0921 1.1346 -0.14 0.07 0.08 0.227
C -2.6585 2.0052 0.8022 0.03 -0.35 0.36 -0.220
N -1.8359 2.3033 -0.3488 -0.29 0.14 -0.18 -0.438
C -0.5449 2.6900 -0.3518 -0.13 0.34 0.08 0.695
O 0.0997 2.8055 -1.3749 0.11 0.06 -0.22 -0.637
C 0.0911 3.0342 0.9990 0.52 -0.37 -0.18 -0.620
H -0.0196 4.0955 1.2195 0.01 -0.02 0.03 0.258
H -0.2757 2.4267 1.8209 -0.10 0.11 -0.03 0.242
S 1.8795 2.7228 0.8611 0.13 0.51 0.27 0.348
C 1.7207 1.0820 0.3864 -0.64 -0.41 0.16 0.310
N 0.6296 0.3722 0.3917 0.26 1.28 0.47 -0.373
N 0.9659 -0.8446 -0.0811 0.61 -1.34 -0.53 -0.275
C 2.2274 -0.8233 -0.3477 -0.56 -0.36 0.09 0.417
O 2.7779 0.3864 -0.0675 0.03 0.16 -0.02 -0.407
C 3.0401 -1.9482 -0.8916 0.03 0.19 -0.27 -0.120
O 4.1372 -2.2728 -0.0740 0.14 -0.07 0.19 -0.480
C 5.2646 -1.4978 -0.1021 0.35 0.04 0.06 0.298
C 6.2684 -1.8864 0.7865 -0.26 0.01 -0.14 -0.240
C 7.4619 -1.1994 0.8441 -0.03 0.09 -0.08 -0.207
C 7.6626 -0.1099 0.0087 -0.20 -0.06 -0.06 -0.069
C 6.6762 0.2867 -0.8752 0.19 -0.06 0.13 -0.196
C 5.4775 -0.4050 -0.9331 -0.23 -0.21 -0.04 -0.288
H 4.7245 -0.0640 -1.6251 -0.06 0.01 -0.03 0.224
H 6.8361 1.1368 -1.5193 0.04 0.08 -0.05 0.229
Cl 9.1560 0.7583 0.0762 0.21 0.12 0.01 0.003
H 8.2341 -1.5039 1.5324 0.08 -0.02 0.05 0.230
H 6.0873 -2.7371 1.4236 -0.01 -0.10 0.08 0.230
H 3.3577 -1.7199 -1.9183 -0.01 -0.11 0.12 0.199
H 2.4010 -2.8345 -0.9034 0.05 0.24 -0.06 0.239
C -2.3806 1.7261 -1.5671 0.13 -0.24 -0.37 -0.235
H -1.7156 1.9803 -2.3922 -0.14 -0.01 0.08 0.251
C -2.4804 0.2048 -1.4014 -0.07 0.14 -0.39 -0.235
H -2.9707 -0.2461 -2.2643 0.12 0.04 0.07 0.247
H -1.4788 -0.2164 -1.2748 -0.04 0.02 -0.07 0.214
H -3.3718 2.1515 -1.7485 0.02 -0.03 -0.01 0.197
H -2.2861 2.4955 1.6985 -0.02 0.01 -0.03 0.210
H -3.6657 2.3868 0.5985 0.07 0.00 0.10 0.203
H -5.8554 -3.1289 -0.0549 0.00 -0.07 -0.06 0.225
H -5.7873 -3.0964 1.7140 0.01 -0.07 0.09 0.208
H -7.3507 -3.2036 0.8875 -0.11 -0.09 0.01 0.215